Record 1
Computed, not measured: a molecular structure, C19H33Cl2IrN4O4 in a non-equilibrium geometry, with ωB97M-V with the def2-TZVPD basis set.

Last column: Mulliken charge in e.
Element x y z (Å)
O: -4.7727 1.4386 1.5635  -0.5533
C: -5.7224 2.0976 1.1785  -0.2563
C: -7.0228 1.5613 0.6743  0.4706
C: -7.2424 0.1753 0.7096  -0.3357
H: -6.4823 -0.4757 1.1484  0.4058
C: -8.4205 -0.3542 0.1804  -0.1269
H: -8.5782 -1.4332 0.2026  0.3891
C: -9.3908 0.4918 -0.3794  -0.7097
H: -10.3063 0.0718 -0.8026  0.3438
C: -9.1804 1.8796 -0.3913  -0.2254
H: -9.9332 2.5435 -0.8182  0.3790
C: -8.0048 2.4128 0.1396  -0.3830
H: -7.8191 3.4891 0.1494  0.3421
H: -5.6796 3.2106 1.1833  0.2663
C: -1.0239 1.0636 -2.5947  -1.4715
C: 0.2296 0.8300 -1.8223  0.7500
H: -0.7848 1.2984 -3.6325  0.4737
H: -1.5728 1.8957 -2.1458  0.1955
H: -1.6561 0.1776 -2.5479  0.2431
C: 1.4563 1.1517 -2.2570  -0.0244
C: 1.7948 1.7085 -3.6011  -1.3205
H: 2.3027 0.9844 -1.6026  0.1444
H: 0.9178 1.8157 -4.2395  0.3334
H: 2.5101 1.0634 -4.1224  0.2496
H: 2.2743 2.6890 -3.5156  0.2559
Ir: -0.0497 -0.0334 -0.0350  1.8700
Cl: -1.0091 -1.9794 -0.8396  -0.7010
Cl: -1.9997 0.9757 0.5373  -0.5294
H: -3.2466 -2.0431 3.3141  0.3639
H: -2.3220 -4.1773 3.2099  0.3106
C: -2.6412 -1.6428 2.4898  -1.0851
C: -1.6850 -3.9108 2.3560  -0.9052
N: -1.4420 -2.4727 2.3756  0.4430
H: -2.3693 -0.6006 2.6701  0.2559
C: -0.2132 -1.9788 2.2605  -0.1041
O: 0.0525 -0.7644 2.0156  -0.7683
H: -0.7325 -4.4502 2.4205  0.3074
H: 0.6137 -2.7011 2.3934  0.3736
H: -3.2334 -1.7095 1.5676  0.3801
H: -2.2120 -4.2071 1.4371  0.2902
H: 3.4709 3.3645 2.5755  0.3170
H: 1.7340 3.6730 4.4707  0.3143
C: 2.6452 3.4889 1.8649  -0.8556
C: 0.9786 3.7661 3.6797  -0.9054
N: 1.4030 3.0479 2.4885  0.2456
H: 2.8370 2.9136 0.9567  0.1735
C: 0.6567 2.0779 1.9663  0.5491
O: 1.0496 1.4589 0.9246  -0.9170
H: 0.0300 3.3485 4.0281  0.2707
H: -0.2912 1.8441 2.4678  0.0394
H: 2.5695 4.5579 1.6312  0.3212
H: 0.8519 4.8336 3.4555  0.3287
C: 4.6428 -0.8529 -0.3975  -0.6344
N: 3.7906 -2.0087 -0.2177  -0.2291
C: 2.4491 -1.9260 -0.0823  0.5510
N: 1.7408 -3.0893 -0.0337  -0.2367
O: 1.9391 -0.7707 0.0586  -0.8047
H: 4.0497 0.0612 -0.2930  0.0845
H: 5.1054 -0.8766 -1.3934  0.2960
H: 5.4375 -0.8475 0.3569  0.2957
H: 4.1931 -2.9217 -0.3908  0.1903
H: 0.7855 -3.0247 -0.4075  0.0446
H: 2.2558 -3.9464 -0.2029  0.2241

Properties
Highest occupied orbital energy (spin up / spin down) ... -4.48 / -6.36 eV
LUMO (spin up / spin down) ... 0.530 / -3.807 eV
Electronic energy ... -62267.5433 eV
Energy relative to the best compared isomer or geometry (same formula, charge and spin) ... 129.0 kJ/mol
Multiplicity ... 5
Gap between HOMO and LUMO (spin up / spin down) ... 5.013 / 2.554 eV

***

Record 2
Computed, not measured: a molecular structure, C19H33FFeO19 in a non-equilibrium geometry, with ωB97M-V with the def2-TZVPD basis set.

Last column: Mulliken charge in e.
Element x y z (Å)
Fe: 7.2365 -23.7560 -2.2899  0.8461
C: 9.0562 -24.7640 0.9975  -0.5838
C: 8.4864 -24.5113 -0.3745  1.3247
O: 7.4812 -25.0996 -0.7787  -0.5178
O: 8.8077 -23.4471 -0.9479  -0.9057
H: 8.6320 -25.4429 1.7372  0.2399
H: 8.9314 -23.8324 1.5494  -0.1872
H: 10.1236 -24.9813 0.9573  0.4293
C: 6.1378 -19.8339 -2.5311  -1.3332
C: 6.6160 -21.2496 -2.3200  1.3981
O: 7.5788 -21.7929 -2.9417  -0.6149
O: 6.1940 -22.1633 -1.5212  -0.3746
H: 5.0906 -19.7650 -2.2366  0.3571
H: 6.3577 -19.2848 -3.4467  0.3681
H: 6.6466 -19.3422 -1.7019  0.3885
C: 10.1464 -19.2515 -2.4599  -0.2259
C: 10.5832 -20.5918 -2.8789  0.9120
O: 12.0105 -20.4589 -2.6387  -0.3400
C: 12.0506 -19.7753 -1.4714  0.6219
O: 13.0469 -19.7089 -0.7632  -0.5275
O: 10.9943 -18.9606 -1.3426  -0.3114
F: 10.3036 -20.8138 -4.1500  -0.2841
H: 9.0708 -19.1864 -2.2954  -0.0106
H: 10.3927 -18.5085 -3.2184  0.3401
H: 10.2656 -21.4807 -2.3338  -0.1473
C: 7.1312 -22.4878 3.1600  -0.4674
O: 8.2683 -21.9867 3.9452  -0.3497
C: 9.3897 -21.5625 3.4019  0.8162
O: 9.6379 -21.4543 2.2211  -0.5474
O: 10.1061 -21.1086 4.4120  -0.3619
C: 11.4161 -20.6606 4.3080  -0.6752
H: 6.1966 -22.5462 3.7178  0.2437
H: 7.2113 -23.5427 2.8976  0.1768
H: 6.8094 -21.9853 2.2478  0.3123
H: 12.2641 -21.3246 4.1408  0.2824
H: 11.5646 -20.2560 5.3092  0.2905
H: 11.5154 -19.7501 3.7171  0.3232
C: 2.9098 -27.1306 -0.6310  -0.7345
O: 4.0775 -26.3495 -0.9858  -0.2204
C: 4.0068 -25.2383 -1.6095  0.5234
O: 5.0062 -24.5356 -1.7484  -0.2666
O: 2.7462 -25.0046 -2.1885  -0.3234
C: 2.5408 -23.9190 -3.2077  -0.6708
H: 3.0338 -27.7976 0.2221  0.2954
H: 2.7933 -27.8718 -1.4217  0.3379
H: 2.0371 -26.5163 -0.4096  0.3327
H: 1.7255 -24.1038 -3.9071  0.2955
H: 3.3898 -23.8393 -3.8866  0.2419
H: 2.4917 -22.9175 -2.7804  0.3075
C: 16.5135 -24.3808 0.6124  -0.6397
O: 15.1294 -24.0125 0.6828  -0.3201
C: 14.6715 -22.9748 1.5319  0.5918
O: 15.2972 -22.4487 2.3844  -0.5168
O: 13.4495 -22.6163 1.1580  -0.2067
C: 12.7454 -23.0664 -0.0032  -0.4095
H: 17.1678 -23.6050 0.2146  0.2811
H: 16.4008 -25.2877 0.0183  0.2236
H: 16.8764 -24.5736 1.6219  0.2878
H: 13.2019 -22.6208 -0.8870  0.3282
H: 11.7202 -22.7065 0.0829  0.0067
H: 12.7666 -24.1362 -0.2112  0.3589
C: 5.8347 -26.8478 1.9044  -0.2543
O: 5.5250 -25.5664 2.4669  -0.1361
C: 4.3996 -25.4662 3.1872  0.5455
O: 3.5172 -26.2950 3.2795  -0.5681
O: 4.3163 -24.1563 3.5734  -0.1193
C: 3.2473 -23.7476 4.4419  -0.7708
H: 6.8372 -26.6858 1.5083  0.0144
H: 5.2106 -27.1397 1.0598  -0.0363
H: 5.8455 -27.5522 2.7360  0.4176
H: 2.3626 -23.5187 3.8477  0.3139
H: 3.4984 -22.7414 4.7774  0.2518
H: 2.9865 -24.4191 5.2599  0.3325

Properties
Highest occupied orbital energy (spin up / spin down) ... -12.21 / -12.21 eV
LUMO (spin up / spin down) ... -4.591 / -6.604 eV
Electronic energy ... -96235.3363 eV
Energy relative to the best compared isomer or geometry (same formula, charge and spin) ... 375.9 kJ/mol
Multiplicity ... 6
Gap between HOMO and LUMO (spin up / spin down) ... 7.618 / 5.605 eV
Charge ... +1

***

Record 3
Computed, not measured: 3 unconnected molecules or ions with the total composition C19H33FN4O6 in a non-equilibrium geometry, with ωB97M-V with the def2-TZVPD basis set.

Last column: Mulliken charge in e.
Element x y z (Å)
C: 1.3825 -4.8253 1.0853  -1.1552
C: 0.4153 -3.7250 0.4102  0.7379
C: -0.5508 -4.3035 -0.7352  -0.8472
C: -1.1170 -3.1657 -1.7421  0.2856
C: -2.7320 -2.9883 -1.6116  -0.9618
C: -3.2147 -2.6893 -0.1082  -0.2902
C: -3.6856 -1.1742 0.1713  -0.8813
C: -2.9094 -0.0531 -0.6720  -0.5559
C: -1.4568 0.2364 -0.0337  0.5252
C: -0.9031 1.6160 -0.7020  -0.8914
C: 0.7101 1.6972 -0.4657  0.0999
C: 1.5069 0.6703 -1.3746  0.8384
C: 2.5828 -0.1714 -0.9959  0.0172
C: 3.3292 -0.3634 0.3958  -0.6839
C: 2.3781 -0.3857 1.6731  0.3463
O: 1.2317 -0.8394 1.5899  -0.2994
F: 2.7991 0.1619 2.9402  -0.3615
C: 3.0872 -0.9937 -2.2603  0.1373
O: 3.8477 -1.9689 -2.3671  -0.5458
O: 2.5091 -0.3438 -3.4256  -0.2974
C: 1.3468 0.3486 -2.9519  0.2155
O: 0.3401 0.6625 -3.6320  -0.5164
H: 1.6391 -5.5968 0.2728  0.3113
H: 0.8428 -5.3202 1.9680  0.2903
H: 2.3254 -4.2713 1.4498  0.2784
H: 1.0917 -2.9330 -0.0813  -0.4393
H: -0.1547 -3.1728 1.2458  0.1206
H: 0.0040 -5.1474 -1.2658  0.4243
H: -1.4502 -4.7903 -0.1903  0.2449
H: -0.5540 -2.1756 -1.6674  -0.4796
H: -0.8993 -3.5725 -2.8045  0.3907
H: -3.1543 -4.0317 -1.8836  0.3385
H: -3.1571 -2.2745 -2.3998  0.3803
H: -4.1459 -3.3545 0.0703  0.3572
H: -2.4666 -2.9806 0.7042  0.1387
H: -3.4441 -0.9614 1.2845  0.2708
H: -4.8254 -1.0859 0.0863  0.3073
H: -3.5198 0.9257 -0.5574  0.3976
H: -2.8457 -0.2490 -1.7937  0.2579
H: -0.7057 -0.6116 -0.1931  -0.5022
H: -1.6196 0.4128 1.0966  0.2672
H: -1.1816 1.6801 -1.8070  0.3527
H: -1.3361 2.5332 -0.1468  0.3419
H: 0.8619 1.5720 0.6565  0.0339
H: 1.0325 2.7863 -0.7178  0.1492
H: 4.1912 0.3873 0.4890  0.4483
H: 3.8334 -1.4056 0.3502  0.3593
N: -0.2449 4.5027 -3.1309  -0.3314
C: 0.3109 5.4204 -2.3016  0.7052
N: -0.1083 6.6937 -2.5022  -0.4114
O: 1.1269 5.1234 -1.4399  -0.6551
H: -0.9154 4.7265 -3.8435  0.1685
H: 0.0414 3.5435 -3.0136  0.1663
H: 0.2821 7.4046 -1.9053  0.2380
H: -0.7762 6.9587 -3.2028  0.1533
N: 1.7285 3.7240 5.1707  -0.3344
C: 0.8005 2.8499 5.6353  0.5425
N: 0.7937 1.6460 5.0113  -0.2909
O: 0.0323 3.1261 6.5435  -0.6594
H: 2.3687 3.5167 4.4259  0.1623
H: 1.7653 4.6298 5.6087  0.2081
H: 0.1187 0.9694 5.3279  0.1767
H: 1.4168 1.3997 4.2630  0.2059

Properties
Highest occupied orbital energy ... -9.83 eV
LUMO ... -1.246 eV
Electronic energy ... -41199.5693 eV
Multiplicity ... 1
Structure (SMILES) ... CCCCCCCCCCCC1=C(CC(=O)F)C(=O)OC1=O.NC(N)=O.NC(N)=O
Gap between HOMO and LUMO ... 8.586 eV

***

Record 4
Computed, not measured: a molecular structure, C19H33N2O13P in a non-equilibrium geometry, with ωB97M-V with the def2-TZVPD basis set.

Last column: Mulliken charge in e.
Element x y z (Å)
C: 2.0953 5.3116 -2.2408  -0.3172
C: 2.4877 5.0998 -0.8329  0.3287
N: 2.7837 4.9511 0.2665  -0.4328
H: 1.1485 5.8484 -2.2376  0.2805
H: 1.8423 4.3441 -2.6794  -0.0838
H: 2.9095 5.7651 -2.7926  0.2678
C: 5.6002 3.4477 -4.7273  -0.9015
C: 4.5470 2.4589 -4.5921  0.4241
N: 3.7135 1.6725 -4.5471  -0.3576
H: 6.3125 3.0542 -5.4566  0.3119
H: 6.1714 3.7012 -3.8375  0.2898
H: 5.2220 4.3853 -5.1345  0.2611
C: -4.5418 -2.4682 0.9049  -1.5145
C: -3.1077 -1.9633 1.0479  0.0982
O: -2.2224 -2.8162 1.7458  -0.2658
P: -1.9451 -2.5928 3.3127  0.9655
O: -0.9093 -3.4712 3.8373  -0.8144
O: -1.6235 -1.0325 3.4097  -0.2194
C: -0.6769 -0.5716 4.3790  -0.1745
C: -0.3807 0.9029 4.0991  -0.9683
O: -3.3977 -2.8242 3.9729  -0.2419
C: -3.5140 -2.9053 5.3939  -0.0590
C: -3.7928 -4.3119 5.8758  -1.2639
H: -5.1177 -2.3864 1.8277  0.2842
H: -5.0307 -2.0266 0.0375  0.4239
H: -4.5681 -3.5391 0.6656  0.3310
H: -2.7753 -1.8558 0.0163  0.3750
H: -3.2036 -0.9672 1.4822  0.2204
H: -1.0650 -0.7112 5.3916  0.2957
H: 0.2392 -1.1568 4.2700  0.3027
H: 0.1983 1.3446 4.9065  0.4264
H: 0.0819 0.9648 3.1172  0.0416
H: -1.3398 1.4245 4.0948  0.2906
H: -2.6612 -2.5049 5.9404  0.1854
H: -4.4278 -2.3566 5.6311  0.3280
H: -2.9771 -5.0294 5.7716  0.3156
H: -3.9870 -4.2710 6.9535  0.3903
H: -4.6925 -4.7707 5.4634  0.3036
C: 1.8941 0.8018 -1.3918  0.2274
C: 1.9477 1.3328 0.0355  -0.3735
O: 0.5577 1.3004 0.4353  -0.3554
C: -0.1319 0.5236 -0.4194  0.7067
O: -1.2446 0.1629 -0.1794  -0.6199
O: 0.5895 0.1999 -1.4894  -0.4432
H: 2.6835 0.0580 -1.4866  0.1048
H: 1.9384 1.5485 -2.1818  -0.0670
H: 2.3002 2.3525 0.1784  0.3775
H: 2.4381 0.6811 0.7610  0.2760
C: 0.9713 -1.8413 1.2344  0.7642
C: 1.1963 -3.2139 0.5617  -0.3488
O: 1.8545 -2.8637 -0.6696  -0.3619
C: 2.3417 -1.6255 -0.5726  0.5841
O: 3.0885 -1.1107 -1.3469  -0.5542
O: 1.8119 -0.9766 0.4788  -0.1995
H: 1.3295 -2.0126 2.2498  0.0020
H: -0.0554 -1.5057 1.1077  -0.3951
H: 0.2092 -3.6002 0.3128  0.2282
H: 1.8292 -3.8911 1.1269  0.3162
C: -1.1997 1.0626 -4.8595  -0.1156
C: -0.3067 2.3035 -4.7749  0.3405
O: 0.3949 2.3257 -6.0092  -0.3536
C: 0.1483 1.1718 -6.6746  0.6545
O: 0.5793 0.9216 -7.7451  -0.5161
O: -0.6261 0.3473 -5.9276  -0.3367
H: -2.2441 1.3338 -5.0249  0.2356
H: -1.1846 0.5727 -3.8862  0.1497
H: 0.3498 2.2566 -3.9039  -0.3403
H: -0.8557 3.2406 -4.6756  0.2861

Properties
Highest occupied orbital energy ... -9.33 eV
LUMO ... 0.310 eV
Electronic energy ... -59124.3203 eV
Energy relative to the best compared isomer or geometry (same formula, charge and spin) ... 304.2 kJ/mol
Multiplicity ... 1
Gap between HOMO and LUMO ... 9.637 eV